{"formula": "CH12B2CsO", "method": "wB97M-V/def2-TZVPD", "s2": 0.754, "spin_multiplicity": 2, "gap_ev": [8.68, 3.83], "mol_weight_g_mol": 194.64, "de_lowest_kj_mol": 0.0, "homo_energy_ev": [-9.0, -8.9], "charge": 0, "symbols": ["Cs", "B", "H", "H", "H", "H", "B", "H", "H", "H", "H", "C", "O", "H", "H", "H", "H"], "positions_angstrom": [[0.365469, -0.768891, -1.066989], [2.951379, 0.909189, 0.197691], [2.563949, 1.215439, -0.761659], [3.805399, 0.250249, 0.223871], [3.166509, 1.856799, 0.666711], [2.179379, 0.380509, 0.735041], [-0.897191, 1.812229, -2.015899], [-1.260331, 0.996459, -2.621629], [0.175839, 1.796769, -2.128209], [-1.334331, 2.757949, -2.296539], [-1.139811, 1.646519, -0.977669], [-1.612951, -2.371001, 1.843451], [-1.887641, -1.425411, 0.787281], [-1.752861, -3.420761, 1.585521], [-0.533421, -2.305291, 1.979081], [-1.992711, -2.109351, 2.831081], [-2.796681, -1.221401, 1.018871]], "atomic_forces_ev_per_a": [[-0.4, -0.1, -0.2], [0.6, -2.2, 1.0], [-2.8, 2.6, -3.5], [3.5, -2.0, 1.1], [2.0, 4.6, 0.5], [-3.2, -2.8, 0.9], [-0.9, 0.5, 0.1], [-1.5, -3.3, -2.5], [4.9, 0.1, -0.5], [-1.4, 3.5, -1.3], [-0.8, -0.8, 4.3], [2.3, 0.1, -0.2], [-0.9, -1.0, 1.4], [-0.7, 0.1, -0.1], [0.2, 0.0, 0.1], [-0.6, 0.1, -0.3], [-0.3, 0.7, -0.9]], "lowdin_spin": [-0.001, 0.433, 0.159, 0.070, 0.153, 0.076, 0.056, 0.012, 0.035, 0.004, 0.005, 0.000, 0.000, 0.000, 0.000, 0.000, 0.000]}

=====

{"formula": "CH12N2O3", "method": "wB97M-V/def2-TZVPD", "gap_ev": 10.42, "mol_weight_g_mol": 100.12, "de_lowest_kj_mol": 79.9, "homo_energy_ev": -10.0, "charge": 0, "symbols": ["N", "C", "N", "H", "H", "H", "H", "H", "H", "O", "H", "H", "O", "H", "H", "O", "H", "H"], "positions_angstrom": [[-0.487110, -1.061104, 0.350739], [-1.164905, 0.116156, -0.356212], [-2.341159, 0.534062, 0.351572], [-1.282893, -1.620685, 0.643958], [-0.040225, -1.703508, -0.282011], [-0.449855, 0.924765, -0.248370], [-1.502064, -0.209514, -1.337957], [-2.119572, 1.002867, 1.230255], [-3.009757, -0.164973, 0.621570], [2.057919, -3.609178, 2.400584], [1.227218, -3.834539, 1.963168], [2.326893, -2.824141, 1.944243], [0.699651, 0.120461, 2.747908], [0.282578, -0.209015, 1.922780], [1.086572, -0.620747, 3.193955], [1.741407, 4.580144, -5.343871], [1.991842, 4.578720, -4.414438], [0.983460, 4.000230, -5.387872]], "atomic_forces_ev_per_a": [[-1.2, 0.3, 0.0], [-0.1, -1.4, 1.4], [0.1, 1.0, 0.9], [0.0, -0.1, 0.4], [0.6, 0.2, -0.6], [0.0, 0.2, -1.0], [0.6, 0.5, -0.4], [0.2, 0.0, -0.4], [-0.1, -0.6, -0.5], [-0.5, -0.6, 0.1], [0.1, -0.1, 0.2], [0.4, 0.8, -0.3], [-0.5, 0.9, -0.6], [0.4, -0.3, 0.4], [0.2, -0.7, 0.2], [0.3, 0.2, 0.1], [0.0, 0.0, 0.0], [-0.3, -0.2, -0.1]], "nbo_charge": [-0.880, -0.055, -0.836, 0.347, 0.358, 0.196, 0.174, 0.367, 0.355, -0.930, 0.464, 0.467, -0.984, 0.491, 0.466, -0.934, 0.468, 0.466]}

=====

{"formula": "CH12N2O4", "method": "wB97M-V/def2-TZVPD", "s2": 0.750, "spin_multiplicity": 2, "gap_ev": [2.37, 10.14], "mol_weight_g_mol": 116.12, "de_lowest_kj_mol": 121.5, "homo_energy_ev": [1.1, -6.4], "charge": -1, "symbols": ["N", "C", "N", "H", "H", "H", "H", "H", "H", "O", "H", "H", "O", "H", "H", "O", "H", "H", "O"], "positions_angstrom": [[0.478322, 0.519935, -2.067678], [0.999197, 1.762480, -2.488129], [1.284714, 2.783099, -1.759077], [0.232587, 0.284034, -1.120597], [0.244799, -0.145188, -2.771514], [1.257197, 1.742659, -3.548063], [2.009897, 3.350439, -2.113870], [-2.119267, -1.315875, 3.270925], [-0.806339, -2.043073, 2.903540], [-1.799568, -1.974315, 2.732119], [-0.657297, 1.223917, 1.053448], [-1.603867, 1.583579, 2.163507], [-1.566587, 1.191753, 1.240954], [1.120246, 1.772695, 0.090552], [2.304168, 1.185530, 0.824884], [1.356683, 1.216883, 0.836164], [-1.075993, -4.461422, -0.468889], [-1.165431, -4.213366, 0.970590], [-0.493457, -4.463762, 0.251136]], "atomic_forces_ev_per_a": [[0.6, 2.5, -0.6], [0.2, -1.3, 0.6], [-1.2, -2.3, 1.3], [0.1, 0.2, 0.2], [-0.2, -0.2, -0.3], [0.0, -0.2, -0.1], [0.4, 1.0, -1.1], [-1.0, 2.6, 2.0], [-1.9, 0.4, -0.3], [2.8, -3.1, -1.7], [2.2, -0.2, -0.3], [0.0, -0.7, -1.5], [-2.3, 0.9, 2.0], [0.3, 0.8, -0.5], [0.9, -0.1, 0.0], [-1.0, -0.3, 0.5], [-1.0, 0.0, -2.2], [1.7, -0.3, -1.0], [-0.6, 0.4, 3.2]], "lowdin_spin": [0.063, 0.127, 0.028, 0.034, 0.044, 0.012, 0.017, 0.036, 0.057, 0.120, 0.018, 0.039, 0.079, 0.012, 0.042, 0.135, 0.021, 0.023, 0.093]}

=====

{"formula": "CH12N2O5", "method": "wB97M-V/def2-TZVPD", "gap_ev": 9.99, "mol_weight_g_mol": 132.12, "de_lowest_kj_mol": 93.4, "homo_energy_ev": -9.5, "charge": 0, "symbols": ["N", "C", "N", "O", "H", "H", "H", "H", "O", "H", "H", "O", "H", "H", "O", "H", "H", "O", "H", "H"], "positions_angstrom": [[-0.461662, 0.749661, 0.154828], [-1.243087, -0.305430, -0.247519], [-2.539032, 0.013787, -0.610637], [-0.790864, -1.417617, -0.417203], [0.522806, 0.617810, 0.357519], [-0.780137, 1.676164, 0.353967], [-3.258483, 0.629295, -0.289919], [-2.865206, -0.682281, -1.284075], [1.858577, -3.622863, 3.087254], [1.080520, -4.067340, 3.476392], [1.921421, -2.968524, 3.799854], [-2.605930, 4.399543, -3.317149], [-1.706903, 4.528173, -3.646834], [-2.456644, 3.651273, -2.720863], [2.383010, 1.357942, 0.591107], [2.696018, 2.256516, 0.442483], [3.105498, 0.796756, 0.273331], [2.357302, -1.471767, 0.367426], [1.801430, -1.715244, 1.121383], [2.825015, -2.291657, 0.169502]], "atomic_forces_ev_per_a": [[0.3, -0.3, 0.5], [0.6, 1.4, 0.2], [-0.6, -1.5, -1.5], [-0.1, -0.2, -0.1], [-0.2, -0.3, -0.1], [-0.5, 0.0, -0.2], [0.6, 0.5, 0.5], [-0.1, 0.3, 0.7], [-1.0, 0.1, 1.2], [0.3, -0.4, -0.9], [0.7, 0.3, -0.4], [0.6, -0.4, 0.2], [-0.2, 0.3, -0.2], [-0.4, 0.1, 0.0], [0.5, 0.3, -0.1], [-0.1, 0.0, 0.0], [-0.4, -0.2, 0.1], [0.3, -0.2, 0.3], [0.0, 0.0, -0.2], [-0.1, 0.1, 0.0]], "nbo_charge": [-0.859, 0.777, -0.897, -0.644, 0.434, 0.379, 0.400, 0.398, -0.929, 0.467, 0.463, -0.930, 0.465, 0.465, -0.955, 0.469, 0.496, -0.957, 0.486, 0.473]}

=====

{"formula": "CH12N2O5", "method": "wB97M-V/def2-TZVPD", "gap_ev": 8.91, "mol_weight_g_mol": 132.12, "de_lowest_kj_mol": 92.4, "homo_energy_ev": -8.9, "charge": 0, "symbols": ["N", "C", "N", "O", "H", "H", "H", "H", "O", "H", "H", "O", "H", "H", "O", "H", "H", "O", "H", "H"], "positions_angstrom": [[6.989830, 6.825400, 4.427125], [6.575940, 5.745270, 3.915255], [5.423750, 5.338560, 4.380815], [7.220650, 5.233660, 3.043675], [7.688100, 7.269960, 3.848445], [6.655780, 7.289340, 5.259755], [4.977840, 5.770370, 5.177565], [5.084080, 4.469800, 3.993535], [4.272220, 4.023540, 8.187465], [4.900230, 4.129480, 8.902035], [4.152050, 3.076920, 8.111935], [3.148320, 8.103890, 9.032875], [3.421990, 8.131250, 8.116035], [2.562700, 8.854650, 9.131025], [5.638160, 8.294340, 7.050135], [5.803150, 9.230760, 6.939965], [5.921740, 8.104270, 7.944395], [4.037620, 6.239560, 6.556285], [4.658490, 6.876780, 6.909405], [4.020470, 5.536150, 7.205245]], "atomic_forces_ev_per_a": [[2.9, 6.3, 2.5], [-1.1, -2.4, -1.1], [-2.3, -2.2, 0.2], [1.1, -2.0, -2.6], [0.1, 0.1, 0.6], [-0.2, -0.1, -0.4], [-0.4, -0.2, -0.1], [-0.1, 0.2, 0.3], [0.0, 0.0, 0.1], [0.2, 0.1, 0.2], [-0.1, -0.2, -0.2], [0.2, 0.0, 0.3], [0.0, -0.1, -0.4], [-0.2, 0.2, 0.1], [0.3, 0.1, 0.0], [-0.1, 0.3, -0.2], [0.2, 0.0, 0.4], [-0.5, 0.3, 0.0], [0.0, 0.3, -0.2], [-0.2, -0.7, 0.2]], "nbo_charge": [-0.835, 0.739, -0.847, -0.700, 0.399, 0.392, 0.417, 0.390, -0.950, 0.479, 0.488, -0.948, 0.477, 0.469, -0.963, 0.498, 0.489, -0.967, 0.473, 0.499]}

=====

{"formula": "CH12N7P", "method": "wB97M-V/def2-TZVPD", "gap_ev": [7.27, 7.90], "mol_weight_g_mol": 153.13, "de_lowest_kj_mol": 96.3, "homo_energy_ev": [-16.6, -17.0], "charge": 2, "symbols": ["C", "N", "N", "N", "N", "N", "N", "N", "P", "H", "H", "H", "H", "H", "H", "H", "H", "H", "H", "H", "H"], "positions_angstrom": [[-0.084302, -0.409489, -1.371677], [-1.249433, -0.389160, -1.966241], [1.000075, -0.529168, -2.147885], [1.496852, 2.008719, -0.039560], [0.022887, 1.134148, 2.241090], [0.050841, -0.189869, -0.078565], [-2.321704, -0.742673, -1.378318], [-0.055018, -1.866319, 1.036054], [1.327911, 0.530048, 0.771662], [0.986711, -0.951280, -3.149161], [-0.669515, -1.426963, 1.732290], [1.338949, 2.076987, -1.051534], [2.039888, 2.812700, 0.319676], [-0.108200, 0.593599, 3.068734], [-0.881662, 1.472839, 1.926873], [-3.116564, -0.349063, -1.898475], [0.458513, 2.016275, 2.525575], [-2.484921, -0.958431, -0.398335], [-0.521361, -2.537200, 0.387427], [0.810127, -2.225128, 1.375860], [1.959925, -0.070573, -1.905489]], "atomic_forces_ev_per_a": [[2.5, 0.4, 0.1], [-0.9, -0.6, -0.8], [3.2, -0.2, -2.8], [-0.1, -0.6, 0.0], [0.5, 1.7, -0.9], [-0.6, 1.5, 0.4], [-1.5, 1.3, -0.8], [-1.4, -0.8, -0.3], [-0.1, 1.1, 0.0], [-0.3, 1.3, 2.4], [0.4, -1.0, -0.4], [-0.3, 0.1, 0.7], [-0.1, -1.0, -0.2], [0.1, -0.7, 0.8], [-0.4, -0.3, -0.4], [-0.1, -0.8, 0.4], [0.2, -0.1, 0.4], [0.5, 0.0, 0.1], [0.4, 0.7, 1.0], [0.6, -0.4, 0.5], [-2.6, -1.4, -0.5]], "nbo_charge": [0.467, -0.099, -0.786, -1.200, -0.983, -0.764, -0.392, -0.801, 1.406, 0.465, 0.402, 0.437, 0.457, 0.430, 0.430, 0.434, 0.435, 0.389, 0.423, 0.422, 0.425]}

=====

{"formula": "CH12NO4", "method": "wB97M-V/def2-TZVPD", "s2": 0.753, "spin_multiplicity": 2, "gap_ev": [3.52, 8.36], "mol_weight_g_mol": 102.11, "de_lowest_kj_mol": 165.2, "homo_energy_ev": [-3.3, -8.2], "charge": 0, "symbols": ["C", "N", "H", "H", "H", "H", "H", "H", "O", "H", "H", "O", "H", "H", "O", "H", "H", "O"], "positions_angstrom": [[-0.899046, -0.196018, 2.704591], [0.370683, -0.421120, 2.356159], [-1.088709, 0.328498, 3.651533], [-1.714952, -0.525519, 2.079199], [0.949540, -0.635597, 0.991346], [1.027983, 0.123617, 2.907289], [-0.727272, -4.227360, -1.167845], [-0.363958, -3.805928, -2.559697], [-0.211906, -3.562026, -1.641105], [1.469102, -1.627906, -0.407769], [0.337828, -0.363373, -0.657674], [0.926878, -0.906411, -0.075871], [0.568712, 4.252520, -1.128439], [-0.877455, 4.526343, -0.929431], [-0.219682, 3.848961, -0.743535], [-0.072393, 0.942671, -2.478949], [-0.159750, 1.992851, -1.326052], [-0.051674, 1.050848, -1.524771]], "atomic_forces_ev_per_a": [[-1.3, 0.7, 0.9], [3.4, -0.3, -2.0], [-0.3, -0.3, -0.5], [-0.1, -0.1, 0.0], [-1.9, 0.3, 3.0], [-0.2, -0.2, 0.2], [0.1, 0.2, 0.2], [0.1, 0.1, -0.1], [-0.2, -0.3, -0.1], [-0.4, 0.0, -0.4], [0.5, 0.0, -0.1], [0.5, -0.3, -0.9], [0.2, -0.2, 0.2], [-0.4, -0.2, 0.2], [0.3, 0.3, -0.4], [-0.1, 0.2, 0.0], [-0.1, 0.1, 0.2], [0.0, -0.3, -0.3]], "lowdin_spin": [0.524, 0.341, 0.049, 0.055, 0.008, 0.009, 0.000, 0.000, 0.000, 0.001, 0.000, 0.007, 0.000, 0.000, 0.003, 0.000, 0.000, 0.002]}

=====

{"formula": "CH12NO4", "method": "wB97M-V/def2-TZVPD", "s2": 0.753, "spin_multiplicity": 2, "gap_ev": [5.67, 9.07], "mol_weight_g_mol": 102.11, "de_lowest_kj_mol": 41.3, "homo_energy_ev": [-5.2, -8.6], "charge": 0, "symbols": ["C", "N", "H", "H", "H", "H", "H", "H", "O", "H", "H", "O", "H", "H", "O", "H", "H", "O"], "positions_angstrom": [[-0.688528, 2.755257, 0.194904], [-1.039697, 2.482548, -1.081275], [-0.386485, 3.710123, 0.629860], [-0.636817, 1.889785, 0.845887], [-0.819169, 1.544655, -1.488624], [-1.747781, 3.060106, -1.506089], [4.119193, -4.257692, 1.958980], [3.299959, -4.094913, 0.668024], [3.406027, -3.758235, 1.558220], [-3.125053, -0.139518, 0.832033], [-1.691951, -0.550640, 1.045620], [-2.227242, 0.187780, 0.726684], [-0.398411, -0.264844, -2.904519], [-0.941288, -0.650987, -1.534502], [-0.662818, 0.108713, -2.060204], [1.121830, -1.405846, 1.105011], [1.492208, 0.076002, 0.510617], [0.926021, -0.692294, 0.499372]], "atomic_forces_ev_per_a": [[0.5, -0.6, 1.6], [0.2, 0.3, -1.0], [-0.4, 0.0, -0.6], [0.3, 0.2, 0.1], [-0.8, 1.6, 0.7], [0.2, -0.1, -0.3], [0.1, -0.1, 0.0], [0.1, -0.1, -0.1], [-0.2, 0.3, 0.2], [-0.2, 0.1, 0.0], [0.2, 0.2, 0.0], [-0.1, -0.6, 0.1], [0.1, 0.1, -0.1], [0.0, 0.3, 0.3], [0.1, -1.4, -0.6], [0.8, 0.5, 0.3], [0.4, -0.1, 0.6], [-1.4, -0.5, -0.9]], "lowdin_spin": [0.599, 0.270, 0.053, 0.042, 0.006, 0.019, 0.000, 0.000, 0.000, 0.000, 0.000, 0.005, 0.000, 0.000, 0.001, 0.000, 0.003, 0.003]}

=====

Q: Among the records above, which one has the lowest charge?
A: CH12N2O4

=====

Q: Which value of charge does entry 8 give?
A: 0

=====

What did the seventh record say?
{"formula": "CH12NO4", "method": "wB97M-V/def2-TZVPD", "s2": 0.753, "spin_multiplicity": 2, "gap_ev": [3.52, 8.36], "mol_weight_g_mol": 102.11, "de_lowest_kj_mol": 165.2, "homo_energy_ev": [-3.3, -8.2], "charge": 0, "symbols": ["C", "N", "H", "H", "H", "H", "H", "H", "O", "H", "H", "O", "H", "H", "O", "H", "H", "O"], "positions_angstrom": [[-0.899046, -0.196018, 2.704591], [0.370683, -0.421120, 2.356159], [-1.088709, 0.328498, 3.651533], [-1.714952, -0.525519, 2.079199], [0.949540, -0.635597, 0.991346], [1.027983, 0.123617, 2.907289], [-0.727272, -4.227360, -1.167845], [-0.363958, -3.805928, -2.559697], [-0.211906, -3.562026, -1.641105], [1.469102, -1.627906, -0.407769], [0.337828, -0.363373, -0.657674], [0.926878, -0.906411, -0.075871], [0.568712, 4.252520, -1.128439], [-0.877455, 4.526343, -0.929431], [-0.219682, 3.848961, -0.743535], [-0.072393, 0.942671, -2.478949], [-0.159750, 1.992851, -1.326052], [-0.051674, 1.050848, -1.524771]], "atomic_forces_ev_per_a": [[-1.3, 0.7, 0.9], [3.4, -0.3, -2.0], [-0.3, -0.3, -0.5], [-0.1, -0.1, 0.0], [-1.9, 0.3, 3.0], [-0.2, -0.2, 0.2], [0.1, 0.2, 0.2], [0.1, 0.1, -0.1], [-0.2, -0.3, -0.1], [-0.4, 0.0, -0.4], [0.5, 0.0, -0.1], [0.5, -0.3, -0.9], [0.2, -0.2, 0.2], [-0.4, -0.2, 0.2], [0.3, 0.3, -0.4], [-0.1, 0.2, 0.0], [-0.1, 0.1, 0.2], [0.0, -0.3, -0.3]], "lowdin_spin": [0.524, 0.341, 0.049, 0.055, 0.008, 0.009, 0.000, 0.000, 0.000, 0.001, 0.000, 0.007, 0.000, 0.000, 0.003, 0.000, 0.000, 0.002]}

=====

Q: Which of these has the lowest charge?
A: CH12N2O4